Molecular formula: CHF2IO
Method: DFT, ωB97M-V with the def2-TZVPD basis set

**Spin multiplicity**: 1
**E_tot**: -16633.2176 eV
**Energy above the lowest of the compared OMol25 structures with the same formula, charge and spin**: 297.91 kJ/mol
**Gap between HOMO and LUMO**: 8.99 eV
**Molar mass**: 193.92 g/mol

The geometry in XYZ format:
```
6
Properties=species:S:1:pos:R:3:forces:R:3
C -0.1346 -0.1694 0.1810 -4.366 3.952 0.139
O 0.6687 -0.8301 -0.4643 4.832 -1.323 0.176
F -0.0463 1.8889 -0.7442 0.114 -2.351 1.103
F 0.0452 0.1975 1.4098 0.993 -0.223 -0.262
I -2.1337 -0.3064 -0.3600 0.161 0.040 -0.021
H 1.6007 -0.7805 -0.0222 -1.734 -0.095 -1.136
```
Positions in Å, forces in eV/Å.

How positive or negative is each atom? The natural (NBO) charges in e answer that: 0.797 -0.591 -0.745 -0.271 0.279 0.532


Molecular formula: C53H52BeN3P3STe
Method: DFT, ωB97M-V with the def2-TZVPD basis set

**Spin multiplicity**: 1
**E_tot**: -106660.6581 eV
**Energy above the lowest of the compared OMol25 structures with the same formula, charge and spin**: 23.85 kJ/mol
**Gap between HOMO and LUMO**: 7.23 eV
**Molar mass**: 992.62 g/mol
**Charge**: +2

The geometry in XYZ format:
```
114
Properties=species:S:1:pos:R:3:forces:R:3
Be 13.7560 9.7847 15.3665 0.528 0.475 -0.197
N 13.1804 8.5610 18.0782 -1.475 -1.365 -0.957
P 14.5435 9.5319 18.4103 0.584 0.540 0.073
C 15.6535 8.3076 19.1192 0.746 -0.992 0.538
C 15.2791 6.9750 19.2776 0.245 -1.235 0.383
C 16.0858 6.0837 20.0341 0.244 1.807 -0.556
C 17.3097 6.5347 20.5676 -0.280 -1.213 0.472
C 17.7564 7.8264 20.3069 -0.260 0.319 0.384
C 16.8862 8.7101 19.6549 0.051 0.015 -0.142
C 13.9551 10.3014 19.9622 -0.031 0.835 -0.598
C 13.5892 11.6591 19.9178 -0.396 -0.709 0.934
C 13.1354 12.2222 21.1020 -0.005 0.189 0.499
C 13.1703 11.5262 22.3233 -0.735 0.688 -1.021
C 13.5019 10.1903 22.3450 -0.291 0.371 0.635
C 13.8771 9.6050 21.1620 0.792 -1.167 -0.465
C 12.8672 7.7767 16.9548 0.447 1.732 2.064
C 12.0819 6.6394 17.1131 0.001 0.088 0.489
C 11.8074 5.8313 16.0544 -0.734 -0.173 0.112
C 12.3194 6.2046 14.8235 0.725 0.059 0.188
C 13.0946 7.3530 14.7668 -1.356 -1.720 -1.330
N 13.2884 8.2052 15.7666 0.377 -0.066 0.033
H 12.7116 8.1823 18.8864 0.001 0.051 0.353
H 14.3360 6.5695 18.8627 0.694 0.361 0.290
H 15.7324 5.0896 20.1854 -0.053 -0.551 0.211
H 17.8736 5.8576 21.2694 -0.463 0.776 -1.091
H 18.7386 8.1374 20.7127 -0.837 0.028 -0.342
H 17.0969 9.7700 19.5974 0.469 0.071 -0.067
H 13.5797 12.2428 19.0095 0.161 -0.023 -0.099
H 12.7012 13.2140 21.1076 0.299 0.152 -0.059
H 12.8081 12.0484 23.1932 0.085 -0.061 0.270
H 13.4105 9.6481 23.2838 0.278 -0.105 -0.302
H 14.2263 8.5719 21.1653 -0.239 0.112 0.080
H 11.6746 6.4215 18.0795 0.039 -0.110 0.455
H 11.1632 4.9582 16.2043 0.347 0.294 -0.247
H 12.1420 5.5609 13.9811 0.230 0.196 -0.427
H 13.4847 7.5915 13.8141 0.499 0.490 -0.734
C 20.2761 10.3843 9.1991 0.105 0.182 -0.714
S 20.1146 9.8064 10.8712 0.682 0.243 0.786
C 18.3431 9.6406 10.9775 -0.328 -0.871 -0.023
C 17.9571 8.8572 12.2559 -0.300 -0.132 -0.929
C 16.4330 8.6104 12.3994 0.983 -0.045 -1.024
N 15.6606 9.4449 13.3105 -0.434 0.673 0.745
P 14.0729 10.1025 13.0932 0.117 -0.561 -0.360
C 13.2011 9.3514 11.6777 0.192 -0.106 1.697
C 11.9784 8.7840 11.9720 -1.397 -1.360 -1.025
C 11.1889 8.2655 10.9271 0.115 0.761 0.350
C 11.6517 8.3713 9.6288 -1.300 -1.277 -0.141
C 12.8818 8.9075 9.3577 0.336 0.559 -0.786
C 13.6342 9.4460 10.3781 0.342 0.303 -0.752
C 14.3262 11.7143 12.4036 -0.611 1.381 0.427
C 13.3997 12.7397 12.7410 0.882 -2.274 0.044
C 13.4838 13.9513 12.1383 -0.019 0.773 0.196
C 14.4259 14.1831 11.1652 1.076 -0.939 -0.802
C 15.3781 13.1927 10.8504 -0.573 0.232 0.532
C 15.3507 11.9601 11.4947 -0.391 0.489 0.234
P 16.0025 9.9541 14.9174 0.110 -0.662 0.959
C 17.0968 8.6846 15.7041 -2.285 -0.725 -1.572
C 16.6444 7.3432 15.5847 0.073 0.141 -0.313
C 17.4317 6.3078 16.1343 -1.546 1.035 -0.921
C 18.5785 6.6651 16.8199 0.344 -0.168 0.174
C 18.9786 8.0012 16.9402 1.230 -1.455 1.070
C 18.2470 8.9896 16.3779 -0.395 1.057 0.252
C 16.8572 11.5572 15.0200 -0.158 -0.353 -0.375
C 17.8060 11.9095 14.0592 0.079 0.189 0.018
C 18.3466 13.1842 14.0170 0.079 -0.067 -0.081
C 18.0253 14.1137 14.9943 -1.137 -0.879 0.459
C 17.0675 13.7713 15.9628 0.185 -1.177 -0.116
C 16.4568 12.4771 15.9828 0.369 1.692 -0.670
H 21.2338 10.8863 9.0339 0.058 -0.532 0.194
H 19.5581 11.1314 8.9199 -0.646 0.519 0.263
H 20.1128 9.5682 8.5064 0.362 -0.221 -0.208
H 18.0417 9.0843 10.0780 -0.247 -0.002 0.287
H 17.8721 10.6093 10.9309 -0.137 0.450 0.066
H 18.3383 9.3425 13.1227 0.397 0.406 0.785
H 18.4906 7.9017 12.2156 -0.262 0.003 0.013
H 16.2892 7.5827 12.6574 -0.122 -0.740 0.410
H 16.0452 8.6858 11.3846 -0.442 0.213 0.056
H 11.5671 8.6241 12.9540 0.267 0.399 0.470
H 10.1821 7.8724 11.0829 0.430 0.016 0.247
H 10.9974 7.9461 8.8546 0.549 0.404 0.099
H 13.1994 9.0009 8.3232 0.113 -0.034 0.184
H 14.5061 10.0328 10.1338 0.230 -0.178 -0.025
H 12.6116 12.5030 13.4453 0.051 0.182 0.107
H 12.8677 14.7339 12.5191 -0.562 0.537 -0.252
H 14.4284 15.0855 10.5875 0.094 0.495 0.088
H 16.1596 13.3929 10.1442 0.151 0.147 -0.347
H 16.0990 11.2005 11.3062 -0.051 0.135 -0.056
H 15.6839 7.0884 15.0308 1.444 0.419 0.759
H 17.0145 5.3135 15.9453 0.769 0.072 0.560
H 19.1705 5.9027 17.2981 0.149 -0.151 0.016
H 19.8790 8.2477 17.5365 -0.663 -0.240 -0.491
H 18.4829 10.0094 16.5991 0.320 0.554 -0.287
H 18.1070 11.1918 13.3168 0.022 -0.004 -0.198
H 19.0027 13.4728 13.2049 0.129 -0.169 0.084
H 18.4529 15.0934 14.9578 0.141 0.402 0.139
H 16.8281 14.4850 16.7292 -0.267 0.194 0.137
H 15.5842 12.2925 16.6073 0.394 -0.103 0.233
C 10.6432 11.9497 15.1163 0.767 -0.726 1.347
Te 12.2579 11.4894 16.5146 0.098 -0.051 -0.596
C 10.7785 10.6010 17.7902 -0.507 1.016 -0.568
C 9.4563 11.1188 17.2529 1.060 0.407 -1.267
C 8.2765 10.9391 17.9332 0.032 -0.879 1.921
C 7.1001 11.4146 17.4133 0.347 -0.577 0.582
C 7.0433 12.0139 16.1940 -1.570 1.041 -0.169
C 8.1999 12.2081 15.4959 0.999 -0.248 -1.076
C 9.4247 11.7562 15.9878 -0.684 -0.234 0.363
H 10.7330 11.2989 14.2481 -0.227 0.051 0.010
H 10.8375 12.9770 14.8792 -0.192 0.496 -0.378
H 10.9926 11.0085 18.7703 0.061 -0.280 0.282
H 10.7839 9.5366 17.7513 0.323 -0.728 0.166
H 8.2236 10.4153 18.9417 0.366 0.753 -1.413
H 6.2434 11.2683 18.0034 -1.177 -0.034 0.468
H 6.0537 12.4036 15.8982 0.803 -0.260 -0.329
H 8.2164 12.6135 14.4887 -0.284 0.262 0.154
```
Positions in Å, forces in eV/Å.

Atomic partial charges in e from the Löwdin method, atoms 1 to 8: -0.088 -0.159 0.988 -0.409 -0.096 -0.053 -0.072 -0.072


Molecular formula: C13H52N26O13
Method: DFT, ωB97M-V with the def2-TZVPD basis set

**Spin multiplicity**: 1
**E_tot**: -79699.6291 eV
**Energy above the lowest of the compared OMol25 structures with the same formula, charge and spin**: 170.94 kJ/mol
**Gap between HOMO and LUMO**: 8.48 eV
**Molar mass**: 780.73 g/mol

The geometry in XYZ format:
```
104
Properties=species:S:1:pos:R:3:forces:R:3
C -4.6233 0.0016 1.8530 0.755 -0.318 -0.112
O -4.5302 0.9235 1.0281 -0.325 -0.144 -0.043
N -3.6145 -0.2334 2.7257 -0.447 0.489 -0.147
N -5.6443 -0.8990 1.8612 0.522 0.545 0.220
H -3.6390 -0.9110 3.4830 0.248 -0.232 -0.244
H -2.8242 0.3655 2.5660 0.092 -0.044 0.375
H -5.7576 -1.4232 2.7112 -0.395 -0.361 -0.281
H -6.3403 -0.8111 1.1445 -0.296 -0.019 0.295
C 0.4145 -1.4878 -3.4527 -0.477 0.105 -0.030
O 1.5925 -1.1834 -3.5145 0.041 -0.075 0.182
N -0.5664 -0.6241 -3.0869 0.161 0.358 0.061
N -0.0796 -2.7342 -3.7055 -0.102 -1.048 -0.126
H -0.2438 0.2831 -2.8220 -0.102 0.115 -0.006
H -1.5384 -0.8915 -2.9901 0.031 0.006 -0.371
H 0.5121 -3.4227 -4.1339 0.220 0.197 -0.024
H -1.0693 -2.8720 -3.8304 -0.022 0.168 0.012
C -2.7497 -4.0893 -0.2091 0.926 -0.207 1.129
O -3.0458 -5.2694 -0.2803 -0.258 0.097 -0.502
N -3.5711 -3.1411 0.3278 -0.722 -0.426 -0.249
N -1.4768 -3.5995 -0.3831 -0.107 0.253 -0.201
H -4.4999 -3.4747 0.5101 -0.119 0.382 0.097
H -3.3353 -2.1647 0.3518 -0.233 0.078 -0.214
H -1.4172 -2.5783 -0.3545 0.553 -0.579 -0.348
H -0.8642 -4.1169 -0.9897 -0.045 0.076 -0.122
C 4.3406 -1.3197 -1.4023 -0.342 0.479 -0.347
O 4.4357 -1.2548 -2.6055 0.403 -0.253 -0.081
N 3.1115 -1.2154 -0.7620 -0.395 -0.299 0.180
N 5.3945 -1.4741 -0.5496 -0.129 -0.275 0.707
H 3.0051 -0.8098 0.1527 0.362 -0.075 0.025
H 2.3035 -1.1719 -1.3653 0.246 0.181 -0.362
H 6.3300 -1.6080 -0.8812 -0.089 0.097 -0.311
H 5.1986 -1.7420 0.3989 0.129 0.141 0.051
C -0.3533 -0.1109 0.3147 -1.082 -1.564 -0.088
O -1.2876 -0.9378 0.2611 -0.178 0.933 0.280
N 0.6157 -0.2424 1.2443 0.358 1.249 -0.683
N -0.1828 0.8983 -0.5635 1.073 0.224 0.568
H 0.6130 -0.9367 1.9652 0.052 -0.203 -0.128
H 1.3070 0.4898 1.1302 0.512 -0.467 0.837
H -0.9194 1.4007 -1.0231 -0.181 -0.308 -0.035
H 0.7194 1.3619 -0.4711 -0.478 0.442 -0.247
C 1.7991 2.8794 1.3237 0.246 0.258 0.231
O 2.2713 2.0709 0.5082 -0.383 0.211 0.312
N 2.1258 2.8899 2.6532 -0.636 0.828 -0.123
N 0.9516 3.8866 1.0026 0.497 -0.318 -0.674
H 2.0123 3.8110 3.0383 0.149 -0.280 0.681
H 2.6104 2.1820 3.1666 0.286 -0.035 -0.289
H 0.4011 4.3412 1.7060 -0.060 0.016 -0.020
H 0.7154 4.0179 0.0210 -0.317 -0.190 0.169
C -2.3023 -3.3359 4.0339 -1.098 0.892 -0.738
O -3.2063 -2.5668 4.3683 0.315 0.289 0.383
N -1.8457 -3.3983 2.7550 0.949 -0.778 0.944
N -1.7171 -4.1851 4.9081 0.232 -0.057 -0.172
H -1.3074 -4.2195 2.5398 0.066 0.230 -0.650
H -2.0360 -2.7173 2.0452 -0.409 -0.051 -0.038
H -1.9905 -4.1158 5.8694 -0.107 -0.346 0.014
H -1.1885 -4.9521 4.5370 0.165 -0.130 0.499
C -4.0045 -0.6888 -2.5749 0.014 1.318 -0.612
O -3.3447 -1.3467 -3.3784 -0.173 -0.401 0.403
N -3.5016 -0.2219 -1.4023 0.031 -0.854 -0.930
N -5.2548 -0.2145 -2.8754 0.087 -0.558 0.300
H -2.5671 -0.5589 -1.2091 -0.199 0.320 0.787
H -4.0509 0.3631 -0.7929 0.305 -0.163 0.325
H -5.5531 -0.3098 -3.8280 -0.123 0.074 0.027
H -5.6600 0.4739 -2.2664 -0.166 0.134 -0.271
C -4.0772 3.4160 -1.2870 -0.783 1.481 0.765
O -4.0374 4.1763 -2.2561 0.415 -0.325 -0.193
N -2.9855 2.9374 -0.6500 0.612 -0.802 0.016
N -5.2602 3.1878 -0.6141 1.124 -0.669 -0.690
H -3.0695 2.1567 -0.0174 -0.301 0.157 0.178
H -2.0530 3.1070 -1.0217 -0.321 0.322 -0.142
H -6.0393 3.7494 -0.8959 -0.191 -0.129 0.217
H -5.1604 2.6427 0.2308 -0.784 0.199 0.045
C 3.0590 -3.1673 2.7780 0.044 0.061 -0.972
O 3.9636 -2.9445 3.5565 0.173 -0.102 0.155
N 1.7492 -2.9557 3.1050 -0.495 0.567 0.605
N 3.2118 -3.5641 1.4832 0.234 -0.557 -0.597
H 1.5991 -2.5879 4.0273 -0.189 -0.190 0.053
H 0.9601 -3.2331 2.5513 0.034 -0.122 -0.050
H 4.0746 -3.8996 1.0929 0.298 0.212 0.532
H 2.4713 -3.5830 0.8036 -0.249 0.224 0.274
C -0.3037 4.1714 -2.5925 0.161 -0.500 -0.384
O -0.4564 3.6387 -1.4764 0.293 0.030 -0.175
N 0.7889 3.8999 -3.3493 0.206 0.433 -0.116
N -1.2425 4.9745 -3.1410 0.344 -0.115 0.510
H 1.5145 3.2786 -3.0212 0.016 0.162 0.298
H 1.0682 4.5534 -4.0613 -0.075 -0.179 -0.163
H -1.1026 5.2454 -4.0972 -0.384 -0.056 -0.090
H -2.1826 4.8212 -2.7749 -0.256 0.284 -0.218
C 4.3257 2.4513 -3.3288 -0.833 -0.443 0.652
O 4.1753 1.7614 -4.3053 0.225 0.101 -0.353
N 3.5162 2.3559 -2.2054 -0.018 0.734 -0.363
N 5.2733 3.4240 -3.1836 0.683 0.451 -0.210
H 2.7977 1.6585 -2.1352 0.335 -0.379 -0.058
H 3.7797 2.8786 -1.3912 -0.190 -0.357 0.278
H 5.9898 3.5227 -3.8781 -0.151 -0.104 -0.162
H 5.2319 4.1314 -2.4755 -0.043 -0.124 0.115
C 5.3041 0.3354 2.5130 -0.196 0.432 1.990
O 6.0840 0.7140 1.6821 0.268 -0.143 -0.605
N 3.9193 0.3991 2.3644 0.534 0.265 -1.178
N 5.6235 -0.0482 3.7985 -0.438 -0.133 -0.756
H 3.7019 1.1884 1.7662 -0.660 -0.516 -0.214
H 3.2947 0.0808 3.0842 0.035 0.016 -0.029
H 4.8411 0.0817 4.4146 0.665 -0.339 0.633
H 6.5755 -0.0143 4.1059 0.028 0.028 0.126
```
Positions in Å, forces in eV/Å.

Atomic partial charges in e from the Löwdin method, atoms 1 to 8: -0.635 -0.054 0.188 0.182 0.063 0.107 0.109 0.112


Molecular formula: C6H6O
Method: DFT, ωB97M-V with the def2-TZVPD basis set

**Spin multiplicity**: 1
**E_tot**: -8362.7044 eV
**Energy above the lowest of the compared OMol25 structures with the same formula, charge and spin**: 366.81 kJ/mol
**Gap between HOMO and LUMO**: 11.19 eV
**Structure (SMILES)**: C#CC[C@H](O)C#C
**Molar mass**: 94.11 g/mol

The geometry in XYZ format:
```
13
Properties=species:S:1:pos:R:3:forces:R:3
C 2.1836 1.0778 0.3621 -0.362 -0.099 -0.341
C 1.2322 0.9049 -0.3573 0.453 0.016 0.330
C -0.0319 0.6527 -1.0538 0.020 0.025 -0.027
C -1.0540 0.0909 -0.0305 -0.104 -0.137 -0.198
O -1.0459 0.8424 1.1576 0.102 0.033 0.080
C -0.8074 -1.3450 0.2194 0.084 -0.523 0.123
C -0.6042 -2.5127 0.4327 -0.061 0.500 -0.081
H 3.0399 1.2142 0.9854 -0.109 0.013 -0.151
H -0.4258 1.5838 -1.4758 0.103 -0.103 0.115
H 0.1148 -0.0589 -1.8733 -0.044 0.110 0.133
H -2.0606 0.2057 -0.4452 0.145 -0.064 -0.001
H -0.1185 0.8893 1.4424 -0.189 0.045 0.072
H -0.4223 -3.5452 0.6364 -0.038 0.183 -0.053
```
Positions in Å, forces in eV/Å.

Atomic partial charges in e from the natural (NBO) method, atoms 1 to 8: -0.258 0.000 -0.495 0.040 -0.691 -0.036 -0.230 0.245


Molecular formula: C3H3O3Sn
Method: DFT, ωB97M-V with the def2-TZVPD basis set

**Spin multiplicity**: 2
**E_tot**: -15131.2537 eV
**Energy above the lowest of the compared OMol25 structures with the same formula, charge and spin**: 5.39 kJ/mol
**Gap between HOMO and LUMO (alpha / beta)**: 6.40 / 9.91 eV
**Molar mass**: 205.76 g/mol

The geometry in XYZ format:
```
10
Properties=species:S:1:pos:R:3:forces:R:3
C 0.9574 -1.1198 -0.1184 -3.511 -2.960 0.978
C -1.5843 0.4712 0.3410 0.785 0.594 -0.067
O 0.0045 -1.8661 -0.1876 1.448 0.972 -0.449
O 0.7515 0.2875 -0.1237 -0.893 1.009 0.220
C -0.4872 0.8864 -0.3000 -1.487 -1.017 -1.018
H -2.5511 0.6391 -0.1309 0.191 0.522 0.480
H -1.5394 -0.0084 1.3181 0.009 -0.409 -0.561
H -0.5055 1.4649 -1.2251 -0.046 -0.155 0.272
O 2.1727 -1.3199 0.1565 0.085 -1.677 -0.558
Sn 2.7813 0.5651 0.2701 3.420 3.122 0.704
```
Positions in Å, forces in eV/Å.

Atomic partial charges in e from the natural (NBO) method, atoms 1 to 8: 0.965 -0.370 -0.588 -0.661 0.092 0.224 0.222 0.193


Molecular formula: C4HNO
Method: DFT, ωB97M-V with the def2-TZVPD basis set

**Spin multiplicity**: 1
**E_tot**: -7696.5230 eV
**Energy above the lowest of the compared OMol25 structures with the same formula, charge and spin**: 197.47 kJ/mol
**Gap between HOMO and LUMO**: 10.34 eV
**Molar mass**: 79.06 g/mol

The geometry in XYZ format:
```
7
Properties=species:S:1:pos:R:3:forces:R:3
O -0.5089 -1.6845 0.3137 0.077 0.590 -0.102
C -0.3468 -0.5072 0.1117 0.035 -0.474 0.077
C 0.9668 0.1100 -0.1059 0.225 0.363 -0.081
C 1.8053 1.0564 -0.3332 -0.474 -0.320 0.095
C -1.4997 0.4155 0.0703 -0.869 0.644 -0.025
N -2.4312 1.1015 0.0461 1.038 -0.700 0.017
H 1.9239 -0.5108 -0.0947 -0.032 -0.103 0.020
```
Positions in Å, forces in eV/Å.

How positive or negative is each atom? The natural (NBO) charges in e answer that: -0.421 0.469 -0.638 0.278 0.168 -0.207 0.351